(1)
This record from the OMol25 dataset describes a molecular structure, C14H27N9O4PrS. The level of theory is ωB97M-V/def2-TZVPD.

Geometry (Å):
H1 -1.08 4.31 -0.07
H2 -3.42 -3.66 3.06
H3 -2.85 -1.39 3.02
C1 -1.71 3.41 -0.05
Pr1 -0.16 -0.84 1.36
H4 -0.81 -6.00 2.82
H5 -3.11 -1.86 1.48
H6 -0.17 2.21 -1.04
H7 2.51 -2.68 1.64
H8 2.16 0.83 -0.54
H9 -5.03 6.61 -3.38
H10 1.03 2.51 0.89
H11 5.01 -7.36 2.04
C2 4.13 -0.03 -0.57
N1 -1.60 -5.39 2.93
N2 -4.36 5.90 -3.11
H12 -3.56 4.17 -0.74
C3 -2.23 4.09 -2.45
H13 6.33 -5.74 1.23
C4 5.47 -5.48 1.87
C5 -4.11 4.86 -3.89
H14 -1.96 5.14 -2.32
N3 -3.16 3.97 -3.57
C6 4.33 -2.05 0.69
H15 -0.30 2.41 1.85
C7 4.91 -1.07 -0.10
N4 2.23 -0.90 0.59
H16 -2.44 -5.77 3.35
H17 -5.55 5.33 -5.26
C8 5.21 -3.12 1.28
H18 3.91 -4.62 0.74
H19 5.84 -5.16 2.85
N5 0.15 2.01 1.02
O1 -0.91 -0.13 -0.68
N6 -2.54 -3.32 2.70
H20 -3.83 6.08 -2.27
O2 4.54 -6.53 1.95
O3 6.30 -2.80 1.71
H21 -4.61 3.95 -5.65
S1 0.00 -3.62 1.86
C9 2.99 -1.93 1.00
H22 4.54 0.75 -1.21
H23 -3.28 2.56 -1.33
H24 -2.18 3.40 0.94
C10 -2.78 3.51 -1.14
C11 2.80 0.03 -0.20
C12 -0.78 2.20 -0.14
C13 -1.49 -4.13 2.54
O4 -2.02 0.55 1.05
N7 -4.83 4.68 -4.99
H25 5.97 -1.12 -0.32
C14 -1.41 0.83 -0.03
N8 -2.48 -1.98 2.28
H26 -3.02 3.21 -4.22
N9 4.72 -4.38 1.29
H27 -1.31 3.59 -2.75

The value obtained for the maximum force is 0.018 hartree/bohr. The value obtained for the molar mass is 558.4 g mol⁻¹. As for the charge: +3. The relative energy (zero: lowest compared OMol25 entry of this formula, charge and spin) comes out at 0.0 kJ/mol. The expectation value of S² is 2.002. The spin multiplicity is 3. Its calculated total energy is -61441.4941 eV.

---

(2)
This record from the OMol25 dataset describes 2 unconnected molecules or ions with the total composition C23H27F2OSi. The level of theory is ωB97M-V/def2-TZVPD.

Geometry (Å):
Si1 1.23 0.15 3.20
C1 -2.66 0.74 -3.74
H1 -2.84 0.70 0.20
O1 0.41 0.94 0.65
H2 1.04 -2.35 1.42
H3 -0.21 1.49 -3.94
H4 2.56 -3.16 1.79
C2 2.64 -1.06 -3.79
C3 -0.71 1.08 -0.12
C4 1.82 -2.45 2.17
H5 1.16 -2.57 -3.72
H6 1.37 -2.90 3.05
H7 -3.25 -2.58 -3.79
H8 -1.90 1.49 -3.65
H9 2.91 1.59 4.22
H10 0.37 3.10 3.35
C5 -1.83 0.69 0.58
C6 -0.02 0.46 1.86
H11 -1.05 -2.28 -3.69
F1 2.09 2.53 -3.96
H12 2.86 -0.63 1.61
H13 0.89 -1.16 6.79
H14 -0.13 -1.41 4.48
H15 3.46 -1.76 -3.78
C7 1.35 -1.52 -3.76
C8 0.41 -0.50 4.77
H16 -5.56 -1.77 -3.86
C9 2.44 -1.11 2.50
C10 -1.39 0.30 1.84
C11 0.25 -0.63 -3.78
H17 1.93 0.12 6.18
H18 1.70 3.81 4.26
H19 2.13 -1.52 5.60
H20 2.52 2.09 2.57
C12 -5.00 0.29 -3.83
C13 0.55 0.74 -3.86
H21 -0.70 1.44 -1.14
C14 2.90 0.30 -3.85
H22 -0.33 0.24 5.06
C15 -3.45 -1.52 -3.79
C16 2.08 1.80 3.53
C17 1.17 2.88 4.06
F2 -4.20 2.53 -3.78
H23 -6.00 0.66 -3.86
C18 -3.95 1.19 -3.78
C19 -1.05 -1.20 -3.73
H24 0.69 2.58 5.00
C20 -4.74 -1.07 -3.83
C21 -2.35 -0.63 -3.75
H25 3.25 -1.20 3.23
C22 1.38 -0.78 5.89
H26 3.90 0.68 -3.87
C23 1.85 1.20 -3.89
H27 -2.01 -0.06 2.65

The value obtained for the maximum force is 0.030 hartree/bohr. The value obtained for the molar mass is 385.5 g mol⁻¹. As for the charge: +1. The relative energy (zero: lowest compared OMol25 entry of this formula, charge and spin) comes out at 0.0 kJ/mol. Its calculated total energy is -39641.4918 eV.

---

(3)
This record from the OMol25 dataset describes a molecular structure, C46H42AsIN4O3PPd. The level of theory is ωB97M-V/def2-TZVPD.

Geometry (Å):
O1 -6.69 -0.82 3.12
H1 5.19 3.01 -1.74
C1 5.42 6.86 -1.74
C2 2.33 0.30 -3.23
C3 -0.30 -3.57 1.73
H2 -0.22 2.04 -1.86
H3 6.76 6.62 -3.40
C4 -1.69 -3.85 1.88
H4 1.47 2.37 -5.78
As1 3.42 3.97 0.59
C5 3.84 -0.97 0.32
H5 -0.16 3.12 -4.07
C6 -6.05 -2.75 -2.56
H6 2.47 -4.01 1.99
C7 -2.12 -4.53 3.07
H7 2.92 2.45 -1.36
P1 1.29 0.00 -0.56
C8 2.35 0.89 -4.49
O2 0.24 -3.09 0.71
H8 6.60 4.15 -3.38
H9 -3.77 -0.25 0.57
C9 -3.91 -0.93 3.88
H10 -4.63 -1.16 4.66
C10 0.54 2.32 -3.84
H11 4.06 6.80 -0.08
H12 3.05 -0.48 -3.00
H13 4.03 1.66 -0.25
C11 3.12 2.24 -0.30
H14 3.50 -4.22 -1.72
C12 -3.66 -2.90 -1.04
C13 3.61 -3.30 -1.15
H15 -6.95 -2.67 -3.15
C14 -5.82 -3.83 -1.73
H16 -0.20 5.41 -2.67
C15 6.14 6.12 -2.67
C16 -3.46 -0.43 1.60
H17 1.07 2.17 0.36
H18 -3.70 -3.62 1.26
H19 -1.51 -5.33 4.94
H20 -7.07 -1.62 0.82
N1 0.11 -4.43 3.99
Pd1 -0.60 -1.02 -0.26
O3 -4.50 -4.01 3.45
H21 2.03 4.56 -2.06
H22 -4.46 -4.78 -0.38
C17 0.09 5.35 -1.63
C18 2.62 -2.34 -1.22
H23 -1.79 6.10 -0.90
C19 6.05 4.74 -2.66
C20 4.62 6.21 -0.80
C21 -1.21 -4.79 4.05
C22 -0.44 5.63 0.70
H24 -3.53 -5.72 4.11
C23 -4.37 -0.77 2.58
H25 3.94 -0.08 0.93
C24 -1.71 -0.53 3.06
C25 1.94 1.51 0.32
H26 -6.54 -4.63 -1.66
H27 5.67 -1.80 1.07
C26 -3.52 -5.04 3.26
C27 1.46 1.91 -4.80
C28 -0.81 5.73 -0.63
N2 -2.49 -3.00 -0.28
H28 -5.41 -1.74 0.39
C29 1.41 0.70 -2.27
C30 4.82 -1.95 0.41
C31 -2.56 -0.83 4.12
C32 4.72 -3.12 -0.33
C33 1.72 4.76 0.06
I1 -2.48 -0.32 -2.11
H29 -5.23 -0.91 -3.32
H30 1.73 -2.52 -1.81
H31 5.47 7.94 -1.74
C34 0.82 5.15 1.04
C35 1.98 -3.46 2.79
H32 2.48 -3.64 3.74
H33 -1.14 5.92 1.48
C36 -4.65 -3.91 -0.99
C37 2.73 -1.14 -0.51
C38 4.52 4.82 -0.78
C39 -5.83 -0.99 2.28
H34 -3.86 -5.60 2.38
C40 -3.90 -1.83 -1.92
H35 3.07 0.56 -5.23
H36 -2.15 -1.00 5.11
H37 1.09 5.06 2.09
H38 -4.07 -3.31 3.96
C41 0.54 -3.86 2.90
N3 -6.11 -1.36 1.00
H39 2.13 1.23 1.36
H40 -0.64 -0.45 3.20
N4 -2.15 -0.29 1.83
H41 5.48 -3.88 -0.26
C42 5.25 4.09 -1.72
C43 1.34 4.87 -1.28
C44 -2.67 -3.49 0.91
C45 -5.07 -1.76 -2.66
H42 2.06 -2.41 2.51
C46 0.51 1.72 -2.60

The value obtained for the maximum force is 0.007 hartree/bohr. The value obtained for the molar mass is 1038.1 g mol⁻¹. As for the charge: -1. Its calculated total energy is -142197.0944 eV.

---

(4)
This record from the OMol25 dataset describes C4H4BrCl3 in the gas phase. The level of theory is ωB97M-V/def2-TZVPD.

Geometry (Å):
Cl1 0.73 -1.03 1.71
Cl2 2.45 -1.00 -0.91
C1 -0.80 -1.12 -0.54
Cl3 1.27 1.57 -1.67
C2 -0.69 1.03 0.85
C3 1.22 0.19 -0.55
Br1 -0.27 -2.79 -0.85
H1 -1.23 1.66 0.24
C4 0.04 -0.15 0.22
H2 -1.24 -0.78 -1.39
H3 0.05 1.55 1.39
H4 -1.53 0.88 1.50

The value obtained for the maximum force is 0.061 hartree/bohr. The value obtained for the molar mass is 238.3 g mol⁻¹. As for the charge: 0. The relative energy (zero: lowest compared OMol25 entry of this formula, charge and spin) comes out at 210.6 kJ/mol. Its calculated total energy is -111818.9932 eV.